Entry from the OMol25 dataset: C11H20O3Si in the gas phase in a non-equilibrium geometry (the ωB97M-V functional and the def2-TZVPD basis).

M, g mol⁻¹: 228.36
Total charge: 0
Structure (SMILES): CC/C=C/CC/C=C/CO[Si](=O)OCC
Relative energy (zero: lowest compared OMol25 entry of this formula, charge and spin), kJ/mol: 11.6
Max |F|, eV/A: 2.870
Kohn-Sham gap, eV: 9.553
Energy, eV: -25751.87208
Highest occupied orbital energy, eV: -9.274

Last column: Mulliken charge in e.
CARTESIAN COORDINATES (ANGSTROEM)
C -2.885 -3.593 4.325  -1.075
C -1.385 -3.352 4.413  -0.600
C -0.903 -2.372 3.426  -0.382
C -0.659 -1.091 3.635  -0.253
C -0.189 -0.201 2.548  -0.766
C -1.025 -0.261 1.262  -0.213
C -0.529 0.688 0.217  -0.328
C -1.324 1.118 -0.752  -0.401
C -0.806 1.970 -1.860  -0.545
O 0.058 1.315 -2.738  -0.194
Si 0.850 2.332 -3.766  0.626
O 0.020 3.121 -4.792  -0.641
O 2.436 2.495 -3.470  -0.317
C 3.261 2.671 -4.594  -0.191
C 3.813 1.345 -5.131  -1.044
H -3.279 -4.123 5.198  0.332
H -3.062 -4.199 3.432  0.297
H -3.445 -2.662 4.242  0.326
H -0.792 -4.270 4.279  0.309
H -1.181 -2.954 5.446  0.288
H -0.768 -2.753 2.461  0.382
H -0.701 -0.718 4.651  0.323
H -0.143 0.843 2.919  0.379
H 0.834 -0.445 2.317  0.341
H -2.059 -0.027 1.474  0.322
H -0.952 -1.292 0.911  0.209
H 0.540 0.943 0.221  0.311
H -2.354 0.770 -0.803  0.336
H -0.276 2.883 -1.526  0.357
H -1.635 2.312 -2.478  0.288
H 4.093 3.356 -4.320  0.271
H 2.675 3.216 -5.350  0.319
H 4.465 0.870 -4.422  0.308
H 4.293 1.459 -6.107  0.335
H 3.014 0.606 -5.267  0.288